<P>
{
  "formula": "C4H5N",
  "method": "the ωB97M-V functional and the def2-TZVPD basis",
  "species": ["N", "C", "C", "C", "C", "H", "H", "H", "H", "H"],
  "xyz": [[0.300, 0.970, 0.056], [1.138, -0.131, 0.256], [0.391, -1.365, 0.272], [-0.966, -0.856, 0.212], [-0.979, 0.501, 0.039], [0.572, 1.939, 0.024], [2.208, -0.017, 0.101], [1.009, -0.680, 1.339], [-1.856, -1.474, 0.249], [-1.808, 1.191, -0.076]],
  "lowdin_charge": [0.0104, -0.2606, -0.0801, -0.1541, -0.1229, 0.1423, 0.1197, 0.1524, 0.0785, 0.1145],
  "homo_lumo_gap_ha": 0.332,
  "molar_mass_g_mol": 67.1
}

=====

<Q>
{
  "formula": "C4H5N",
  "method": "the ωB97M-V functional and the def2-TZVPD basis",
  "species": ["C", "C", "C", "C", "N", "H", "H", "H", "H", "H"],
  "xyz": [[0.094, 0.204, -0.674], [1.022, 0.523, 0.146], [0.974, -0.253, 1.215], [-1.255, 0.118, -0.295], [1.486, -1.125, 1.786], [0.052, -0.095, -1.788], [2.066, 1.011, 0.045], [-1.877, -0.228, -1.002], [-1.580, 0.826, 0.478], [-0.982, -0.982, 0.091]],
  "lowdin_charge": [-0.2261, -0.1699, -0.3233, -0.0758, 0.1637, 0.1598, 0.1613, 0.0349, 0.1138, 0.1617],
  "smiles": "C/C=C\\C#N",
  "homo_lumo_gap_ha": 0.341,
  "molar_mass_g_mol": 67.1
}

=====

Most stable: <P> (next structure +0.0407 hartree)

=====

<P>
{
  "formula": "C4H5N",
  "method": "the ωB97M-V functional and the def2-TZVPD basis",
  "species": ["C", "C", "C", "C", "N", "H", "H", "H", "H", "H"],
  "xyz": [[-2.060, -0.342, -0.167], [-2.067, -0.890, 0.908], [1.506, -0.212, -0.090], [2.028, 0.941, 0.187], [0.837, -1.163, -0.396], [-1.965, -0.129, -1.293], [3.125, 1.069, -0.018], [-2.197, -1.126, 1.888], [1.352, 1.546, 0.690], [0.792, -1.934, 0.232]],
  "lowdin_charge": [-0.0316, -0.0214, -0.3041, -0.0117, 0.1435, 0.0705, 0.0773, -0.0171, 0.0294, 0.0650],
  "smiles": "C=C=N.C#C",
  "homo_lumo_gap_ha": 0.367,
  "molar_mass_g_mol": 67.1
}

=====

<Q>
{
  "formula": "C4H5N",
  "method": "the ωB97M-V functional and the def2-TZVPD basis",
  "species": ["C", "C", "C", "C", "N", "H", "H", "H", "H", "H"],
  "xyz": [[1.992, -0.284, 0.363], [1.419, 0.292, -0.589], [0.092, -0.083, 0.100], [-1.169, 0.662, -0.009], [-1.016, -0.669, -0.627], [2.374, -1.023, 1.040], [0.217, -0.517, 1.099], [-1.230, 1.550, -0.627], [-1.789, 0.658, 0.885], [-0.890, -0.587, -1.634]],
  "lowdin_charge": [0.1156, -0.0299, -0.4699, -0.1363, 0.0280, 0.0792, 0.1145, 0.1063, 0.0996, 0.0931],
  "homo_lumo_gap_ha": 0.365,
  "molar_mass_g_mol": 67.1
}

=====

Most stable: <P> (next structure +0.0594 hartree)